Arrangement w

C10H13N2 | ωB97M-V/def2-TZVPD

## Properties
2S+1 ... 1
HOMO energy ... -13.0 eV
SMILES string ... C[N+]1=CCC[C@H]1c1cccnc1
LUMO energy ... -4.38 eV
Total charge ... +1

Last column: Löwdin charge in e.
Element x y z (Å)
N1 0.968 1.399 2.480  0.08
C1 -2.218 -0.193 -1.103  0.07
C2 2.292 1.120 2.530  -0.10
C3 0.234 0.960 1.442  -0.08
C4 2.887 0.295 1.574  -0.04
C5 2.118 -0.260 0.566  -0.03
C6 0.796 0.122 0.471  -0.19
N2 -1.301 -0.875 -0.477  -0.05
C7 -1.592 -2.064 0.342  0.04
C8 -1.662 0.899 -1.989  -0.09
C9 -0.152 0.764 -1.791  -0.09
C10 0.054 -0.364 -0.773  -0.21
H1 -3.281 -0.348 -0.983  0.16
H2 2.892 1.526 3.338  0.11
H3 -0.798 1.265 1.367  0.11
H4 3.953 0.061 1.589  0.12
H5 2.574 -0.945 -0.163  0.13
H6 -1.385 -2.965 -0.259  0.12
H7 -1.007 -2.055 1.263  0.11
H8 -2.643 -1.993 0.657  0.11
H9 -1.924 0.838 -3.033  0.13
H10 -2.075 1.844 -1.609  0.14
H11 0.325 0.416 -2.713  0.13
H12 0.281 1.717 -1.475  0.14
H13 0.662 -1.163 -1.252  0.16


Arrangement x

C10H13N2 | ωB97M-V/def2-TZVPD

## Properties
2S+1 ... 1
HOMO energy (spin up / spin down) ... -11.3 / -12.0 eV
SMILES string ... C[NH+](C)/C=c1/ccc2cccn12
LUMO energy (spin up / spin down) ... -5.19 / -4.90 eV
Total charge ... +1

Last column: Löwdin charge in e.
Element x y z (Å)
C1 -2.897 -2.015 -0.036  -0.04
C2 -3.871 -1.007 0.044  0.04
C3 -1.652 -1.429 -0.008  -0.03
C4 -3.193 0.199 0.090  -0.19
C5 -3.287 1.637 0.211  0.07
C6 -2.048 2.220 -0.022  -0.03
C7 -1.140 1.176 -0.084  -0.09
C8 0.541 1.247 -0.633  0.09
C9 2.550 -0.046 -1.037  -0.04
C10 1.339 -0.244 1.060  0.01
N1 -1.831 -0.037 0.039  -0.03
N2 1.281 -0.017 -0.430  -0.27
H1 -3.052 -3.106 0.038  0.13
H2 -4.789 -1.153 0.434  0.09
H3 -0.625 -1.768 -0.011  0.10
H4 -4.196 2.122 0.108  0.10
H5 -1.788 3.255 -0.284  0.13
H6 0.992 2.179 -0.118  0.13
H7 3.244 0.527 -0.455  0.11
H8 2.835 -1.054 -0.872  0.11
H9 2.711 0.120 -2.117  0.14
H10 2.122 0.464 1.254  0.10
H11 0.358 -0.160 1.603  0.13
H12 1.546 -1.212 1.396  0.09
H13 0.937 -0.914 -0.756  0.15


Arrangement y

C10H13N2 | ωB97M-V/def2-TZVPD

## Properties
2S+1 ... 1
HOMO energy ... -12.6 eV
LUMO energy ... -4.64 eV
Total charge ... +1

Last column: Löwdin charge in e.
Element x y z (Å)
C1 0.697 -3.437 -2.385  -0.06
C2 1.308 -3.004 -1.263  -0.07
C3 -0.505 -2.901 -2.806  -0.06
C4 0.745 -1.987 -0.499  0.00
C5 -1.096 -1.873 -2.123  0.02
C6 -0.441 -1.364 -0.967  -0.31
C7 -0.428 1.631 0.949  -0.11
C8 -1.331 2.426 0.062  -0.13
C9 -0.026 0.547 0.002  -0.02
C10 -1.747 3.071 -0.860  0.16
N1 -0.903 -0.310 -0.311  0.10
N2 1.391 3.448 4.568  0.01
H1 1.046 -4.362 -2.911  0.14
H2 2.297 -3.366 -0.868  0.14
H3 -0.998 -3.314 -3.561  0.07
H4 1.174 -1.596 0.448  0.14
H5 -2.179 -1.592 -2.383  0.15
H6 0.453 2.259 1.196  0.14
H7 -2.061 -0.517 -0.084  0.33
H8 0.915 0.442 -0.565  0.18
H9 -1.031 1.311 1.781  0.12
H10 -2.254 3.533 -1.661  0.04
H11 1.581 4.280 4.057  -0.01
H12 2.245 2.950 4.682  -0.01
H13 1.146 3.724 5.503  0.01


It is arrangement w that is most stable; the runner-up trails by 3.881 eV.


Arrangement w

C7H9NO2 | ωB97M-V/def2-TZVPD

## Properties
2S+1 ... 1
HOMO energy (spin up / spin down) ... -8.6 / -8.6 eV
LUMO energy (spin up / spin down) ... -0.56 / -0.55 eV

Last column: Löwdin charge in e.
Element x y z (Å)
C1 -1.573 0.114 0.172  -0.03
C2 -1.462 -0.030 -1.243  -0.05
C3 -0.313 0.029 0.689  -0.29
C4 -0.141 -0.205 -1.445  -0.05
C5 2.234 -0.953 -2.925  0.02
C6 -0.741 0.807 3.033  -0.10
C7 0.223 0.111 2.080  -0.18
N1 1.180 -0.356 -3.267  -0.19
O1 0.695 0.129 -4.261  0.01
O2 0.576 -0.167 -0.326  0.04
H1 -2.490 0.257 0.709  0.11
H2 -2.247 -0.016 -1.967  0.10
H3 3.017 -1.133 -3.652  0.09
H4 2.368 -1.284 -1.915  0.07
H5 -1.665 0.248 3.127  0.07
H6 -0.975 1.807 2.681  0.08
H7 -0.294 0.889 4.018  0.07
H8 0.437 -0.899 2.444  0.12
H9 1.172 0.655 2.048  0.12


Arrangement x

C7H9NO2 | ωB97M-V/def2-TZVPD

## Properties
2S+1 ... 1
HOMO energy ... -9.6 eV
SMILES string ... C/C=C1/[C@H]2CCOC(=O)N12
LUMO energy ... 0.72 eV

Last column: Löwdin charge in e.
Element x y z (Å)
C1 -0.889 -0.096 0.495  -0.12
C2 1.399 1.045 0.123  -0.55
C3 -1.981 0.319 0.015  -0.10
C4 1.047 -1.791 0.179  -0.13
C5 1.800 -0.997 -0.847  -0.16
C6 0.178 -0.930 1.060  -0.20
C7 -2.250 1.808 -0.238  -0.05
N1 0.439 0.530 1.033  0.14
O1 1.424 2.208 -0.162  0.14
O2 2.352 0.200 -0.289  0.02
H1 -2.886 -0.239 -0.200  0.11
H2 0.321 -2.409 -0.197  0.09
H3 1.877 -2.279 0.746  0.14
H4 2.777 -1.471 -1.213  0.16
H5 1.078 -0.754 -1.654  0.14
H6 0.032 -1.372 2.103  0.17
H7 -3.200 2.085 0.010  0.03
H8 -2.153 1.872 -1.312  0.07
H9 -1.366 2.272 0.346  0.11


Arrangement y

C7H9NO2 | ωB97M-V/def2-TZVPD

## Properties
2S+1 ... 1
HOMO energy ... -8.9 eV
SMILES string ... [H]/N=C1/CCC(O)=C1C(C)=O
LUMO energy ... 0.26 eV

Last column: Löwdin charge in e.
Element x y z (Å)
C1 1.055 -1.446 2.139  -0.02
C2 1.413 -0.386 1.081  -0.35
C3 0.380 0.054 0.073  -0.06
C4 0.590 0.959 -0.935  -0.23
C5 -0.630 1.186 -1.804  -0.09
C6 -1.740 0.304 -1.066  -0.09
C7 -0.975 -0.404 0.051  -0.35
H1 2.006 -1.646 2.577  0.07
H2 0.330 -1.107 2.893  0.10
H3 0.660 -2.338 1.667  0.07
H4 1.493 2.390 -1.794  0.14
H5 -0.510 0.844 -2.861  0.13
H6 -0.858 2.251 -1.918  0.11
H7 -2.215 -0.497 -1.694  0.13
H8 -2.559 0.923 -0.736  0.10
H9 -0.982 -1.719 1.433  -0.01
N1 -1.571 -1.359 0.697  0.13
O1 2.506 0.139 1.160  0.08
O2 1.605 1.854 -0.963  0.10


It is arrangement y that is most stable; the runner-up trails by 2.000 eV.


Arrangement w

C6H7Br2N | ωB97M-V/def2-TZVPD

## Properties
2S+1 ... 1
HOMO energy (spin up / spin down) ... -9.4 / -7.8 eV
LUMO energy (spin up / spin down) ... -0.11 / -0.46 eV

Last column: Löwdin charge in e.
Element x y z (Å)
C1 -0.597 -1.807 0.474  -0.12
C2 -1.069 -0.575 0.603  -0.15
C3 0.661 -2.080 -0.253  -0.28
C4 -0.581 0.656 -0.117  -0.33
C5 0.827 1.149 0.255  -0.81
C6 1.684 1.898 -0.706  -0.65
N1 1.438 -1.224 -0.676  0.20
Br1 1.320 1.040 2.054  0.78
Br2 0.622 2.453 -2.255  0.64
H1 -1.044 -2.653 0.815  0.06
H2 -2.063 -0.389 1.204  0.14
H3 0.650 -3.221 -0.382  0.13
H4 -0.758 0.246 -1.107  0.09
H5 -1.329 1.504 0.131  0.14
H6 2.539 1.385 -1.316  0.08
H7 1.997 2.778 -0.032  0.08


Arrangement x

C6H7Br2N | ωB97M-V/def2-TZVPD

## Properties
2S+1 ... 1
HOMO energy ... -9.2 eV
LUMO energy ... 0.50 eV

Last column: Löwdin charge in e.
Element x y z (Å)
C1 1.192 -1.355 0.600  -0.12
C2 0.893 -1.119 -0.674  -0.13
C3 0.341 -0.918 1.698  -0.27
C4 -0.387 -0.476 -1.126  -0.25
C5 -0.963 0.508 -0.148  -0.81
C6 -0.437 1.908 -0.145  -0.64
N1 -0.632 -0.135 1.673  0.13
Br1 -2.891 0.562 -0.162  0.74
Br2 1.510 2.007 -0.088  0.69
H1 2.102 -1.865 0.869  0.10
H2 1.554 -1.447 -1.461  0.11
H3 0.587 -1.308 2.685  0.11
H4 -0.227 0.031 -2.084  0.12
H5 -1.111 -1.281 -1.300  0.11
H6 -0.801 2.456 0.724  0.06
H7 -0.730 2.433 -1.060  0.06


It is arrangement x that is most stable; the runner-up trails by 2.872 eV.


Arrangement w

C30H36N2O2PPdS2Si | ωB97M-V/def2-TZVPD

## Properties
2S+1 ... 2
HOMO energy (spin up / spin down) ... -1.1 / -0.7 eV
LUMO energy (spin up / spin down) ... 4.74 / 4.74 eV
Total charge ... -2

Last column: Löwdin charge in e.
Element x y z (Å)
Pd1 0.378 0.242 -0.151  0.36
N1 -1.486 -1.934 0.383  0.11
C1 -2.230 -2.629 -0.549  -0.29
C2 -2.150 -4.017 -0.677  -0.04
C3 -2.950 -4.685 -1.585  -0.12
C4 -3.859 -3.993 -2.371  -0.13
C5 -3.909 -2.604 -2.273  -0.05
C6 -3.082 -1.913 -1.409  -0.18
C7 -3.051 -0.418 -1.407  -0.23
C8 -4.196 0.289 -1.061  -0.07
C9 -4.226 1.675 -1.110  -0.13
C10 -3.086 2.352 -1.526  -0.12
C11 -1.949 1.665 -1.894  -0.14
C12 -1.884 0.255 -1.859  -0.66
H1 -0.755 -2.388 0.909  0.06
H2 -1.949 -1.199 0.884  0.03
H3 -1.454 -4.558 -0.046  0.11
H4 -2.869 -5.763 -1.668  0.09
H5 -4.494 -4.515 -3.074  0.08
H6 -4.561 -2.033 -2.924  0.11
H7 -5.069 -0.264 -0.735  0.10
H8 -5.119 2.216 -0.823  0.08
H9 -3.080 3.436 -1.560  0.09
H10 -1.064 2.195 -2.219  0.09
C13 3.515 1.879 -3.859  -0.09
C14 2.237 1.377 -3.219  -0.35
O1 1.835 2.308 -2.202  -0.40
P1 1.855 1.924 -0.618  0.24
S1 2.285 3.639 0.282  0.20
S2 -0.464 -0.601 -2.441  0.56
O2 3.217 1.018 -0.639  -0.39
C15 3.773 0.561 0.609  -0.32
C16 5.234 0.945 0.644  -0.09
H11 3.815 1.209 -4.672  0.07
H12 4.316 1.914 -3.118  0.07
H13 3.378 2.883 -4.268  0.07
H14 2.379 0.384 -2.803  0.08
H15 1.418 1.302 -3.932  0.09
H16 3.623 -0.513 0.668  0.09
H17 3.239 1.019 1.444  0.07
H18 5.765 0.521 -0.213  0.07
H19 5.699 0.563 1.560  0.07
H20 5.341 2.033 0.619  0.06
C17 -0.728 3.168 1.722  -0.26
Si1 -0.165 1.374 1.766  0.45
C18 -1.715 0.507 2.438  -0.22
C19 1.125 1.251 3.157  -0.29
C20 1.772 2.392 3.635  -0.13
C21 2.729 2.321 4.645  -0.11
C22 3.055 1.095 5.205  -0.13
C23 2.426 -0.055 4.745  -0.11
C24 1.477 0.026 3.732  -0.12
H21 -0.925 3.510 2.749  0.02
H22 -1.666 3.232 1.157  0.01
H23 0.009 3.819 1.250  -0.07
H24 -2.051 1.104 3.297  0.03
H25 -1.530 -0.512 2.798  0.02
H26 -2.530 0.492 1.704  0.01
H27 1.556 3.356 3.184  0.07
H28 3.228 3.225 4.979  0.09
H29 3.805 1.032 5.986  0.08
H30 2.687 -1.023 5.159  0.09
H31 1.033 -0.886 3.350  0.07
N2 1.315 -1.481 1.008  0.04
C25 1.885 -2.597 0.604  -0.46
C26 1.800 -3.126 -0.731  -0.08
C27 2.420 -4.309 -1.076  -0.15
C28 3.171 -5.065 -0.171  -0.18
C29 3.277 -4.569 1.130  -0.17
C30 2.670 -3.392 1.520  -0.09
H32 1.220 -2.579 -1.460  0.03
H33 2.310 -4.654 -2.101  0.09
H34 3.653 -5.989 -0.466  0.06
H35 3.857 -5.115 1.871  0.08
H36 2.786 -3.034 2.539  0.08


Arrangement x

C30H36N2O2PPdS2Si | ωB97M-V/def2-TZVPD

## Properties
2S+1 ... 2
HOMO energy (spin up / spin down) ... -1.0 / -1.3 eV
LUMO energy (spin up / spin down) ... 4.62 / 4.62 eV
Total charge ... -2

Last column: Löwdin charge in e.
Element x y z (Å)
Pd1 -1.110 -0.070 0.483  0.45
N1 -3.684 -2.105 0.197  0.10
C1 -2.660 -2.942 -0.260  -0.28
C2 -2.696 -3.487 -1.550  -0.05
C3 -1.749 -4.407 -1.973  -0.12
C4 -0.738 -4.813 -1.115  -0.12
C5 -0.687 -4.266 0.162  -0.07
C6 -1.614 -3.333 0.613  -0.17
C7 -1.483 -2.742 1.975  -0.25
C8 -1.483 -3.598 3.078  -0.07
C9 -1.348 -3.095 4.366  -0.13
C10 -1.211 -1.723 4.536  -0.14
C11 -1.199 -0.882 3.430  -0.17
C12 -1.338 -1.346 2.116  -0.22
H1 -4.106 -1.504 -0.509  0.04
H2 -3.386 -1.517 0.984  0.06
H3 -3.496 -3.181 -2.218  0.10
H4 -1.801 -4.800 -2.983  0.09
H5 0.016 -5.520 -1.440  0.08
H6 0.122 -4.539 0.832  0.11
H7 -1.604 -4.667 2.924  0.10
H8 -1.356 -3.761 5.222  0.08
H9 -1.099 -1.308 5.534  0.09
H10 -1.037 0.182 3.576  0.08
C13 -1.312 4.570 -2.905  -0.09
C14 -1.496 3.488 -3.948  -0.34
O1 -2.683 2.722 -3.679  -0.37
P1 -2.551 1.218 -3.104  -0.18
S1 -4.366 0.594 -2.650  0.15
S2 -1.027 1.128 -1.816  0.29
O2 -2.059 0.475 -4.468  -0.37
C15 -1.740 -0.918 -4.393  -0.34
C16 -2.792 -1.750 -5.097  -0.10
H11 -0.458 5.202 -3.162  0.07
H12 -1.135 4.123 -1.928  0.05
H13 -2.205 5.196 -2.848  0.07
H14 -0.623 2.837 -3.988  0.08
H15 -1.635 3.927 -4.940  0.11
H16 -1.630 -1.227 -3.348  0.07
H17 -0.764 -1.051 -4.865  0.11
H18 -3.765 -1.568 -4.640  0.04
H19 -2.558 -2.814 -5.018  0.06
H20 -2.847 -1.479 -6.154  0.07
C17 1.547 -1.189 -0.350  -0.20
Si1 1.703 -0.138 1.218  0.43
C18 1.838 -1.369 2.697  -0.16
C19 3.539 0.509 1.011  -0.22
C20 4.506 0.598 2.013  -0.13
C21 5.776 1.109 1.778  -0.12
C22 6.128 1.549 0.509  -0.13
C23 5.193 1.470 -0.516  -0.11
C24 3.927 0.960 -0.257  -0.10
H21 2.490 -1.760 -0.386  0.03
H22 1.472 -0.637 -1.289  0.00
H23 0.735 -1.932 -0.311  0.00
H24 2.873 -1.628 2.923  0.00
H25 1.307 -2.288 2.437  0.01
H26 1.356 -0.999 3.607  0.02
H27 4.261 0.256 3.014  0.09
H28 6.494 1.172 2.590  0.09
H29 7.116 1.955 0.321  0.08
H30 5.449 1.812 -1.512  0.09
H31 3.205 0.916 -1.067  0.09
N2 0.547 1.047 1.478  -0.14
C25 0.625 2.327 1.836  -0.39
C26 1.732 2.926 2.504  -0.05
C27 1.723 4.266 2.848  -0.15
C28 0.639 5.090 2.580  -0.17
C29 -0.468 4.519 1.947  -0.14
C30 -0.484 3.190 1.586  -0.07
H32 2.593 2.323 2.752  0.07
H33 2.596 4.679 3.349  0.08
H34 0.649 6.138 2.856  0.07
H35 -1.333 5.136 1.728  0.08
H36 -1.343 2.745 1.078  0.07


It is arrangement x that is most stable; the runner-up trails by 2.179 eV.